# 1
This record from the OMol25 dataset describes 10 unconnected molecules or ions with the total composition C36H94N2O12. The level of theory is wB97M-V/def2-TZVPD.

Structure (XYZ):
```
144
Properties=species:S:1:pos:R:3
C 1.5004 8.1140 -1.7980
O 0.8689 6.9697 -1.3046
C 1.7303 5.8964 -0.9358
C 0.8751 4.6740 -0.7541
N 0.3983 4.1245 -2.0072
C -0.5132 3.0089 -1.9989
C -0.7213 2.5439 -3.4411
O -1.4646 3.5226 -4.1569
C -1.7039 3.1108 -5.5267
H 1.9149 7.9080 -2.7918
H 2.2734 8.4528 -1.0737
H 0.7875 8.9357 -2.0007
H 2.2926 6.1169 -0.0064
H 2.4705 5.7318 -1.7507
H 0.0288 4.9024 -0.0713
H 1.4879 3.8770 -0.3260
H 0.0582 4.8382 -2.6368
H -1.5609 3.1644 -1.5693
H -0.0670 2.1913 -1.3847
H -1.2765 1.5950 -3.4569
H 0.2359 2.3955 -3.9788
H -1.5319 4.0036 -6.0983
H -2.7644 2.8220 -5.7665
H -1.0889 2.2363 -5.8100
C 1.2845 -1.3316 3.8570
O 0.3190 -0.4164 3.2804
C -0.1438 0.5476 4.2053
C -1.2439 1.3959 3.5699
N -2.5285 0.7450 3.4148
C -3.5676 1.6234 3.0186
C -4.8666 0.7888 2.8309
O -4.4697 -0.0758 1.7687
C -5.5746 -0.7398 1.1862
H 2.2805 -0.8819 3.8215
H 1.3807 -2.1702 3.1876
H 1.0190 -1.6752 4.8523
H 0.6636 1.2027 4.4984
H -0.5196 0.0322 5.1066
H -0.8835 1.8821 2.6589
H -1.3598 2.2086 4.2720
H -2.4600 0.0572 2.6780
H -3.3704 2.2130 2.1018
H -3.6063 2.4550 3.7544
H -5.7650 1.3897 2.5619
H -5.1044 0.2776 3.7837
H -5.2071 -1.4815 0.4672
H -6.2072 -0.0712 0.6212
H -6.2600 -1.2563 1.9055
C -1.7472 -3.3744 -2.8505
C -2.0822 -4.3321 -3.9764
C -3.5284 -4.5844 -4.2644
O -1.4419 -3.7040 -5.1374
H -2.2823 -3.6743 -1.9843
H -1.9862 -2.3558 -3.1767
H -0.7046 -3.4019 -2.5693
H -1.6643 -5.3251 -3.6255
H -3.8734 -5.4321 -3.6687
H -3.6330 -4.9537 -5.3118
H -4.2376 -3.7629 -4.0836
H -1.6950 -4.0365 -6.0057
C 3.9053 0.5798 -3.0591
C 2.9980 1.7943 -3.2922
C 3.7951 3.1000 -3.3269
O 2.1894 1.5526 -4.4933
H 4.3528 0.5241 -2.0974
H 4.6096 0.4627 -3.9067
H 3.2390 -0.2895 -3.0798
H 2.2020 1.8904 -2.5573
H 4.4127 3.2870 -2.4448
H 2.9761 3.8262 -3.4049
H 4.4138 3.0186 -4.2376
H 2.7904 1.2120 -5.1296
C -2.0859 -4.1076 5.0667
C -2.2560 -2.8406 4.2341
C -3.3273 -2.9954 3.1603
O -2.5538 -1.7616 5.0747
H -1.3743 -3.9662 5.8842
H -1.6694 -4.9795 4.5537
H -3.0107 -4.4883 5.5620
H -1.2336 -2.6852 3.7404
H -4.2297 -3.3381 3.6441
H -3.1054 -3.7544 2.3849
H -3.5082 -2.0404 2.6673
H -2.7128 -0.9927 4.4856
C -0.0165 -5.2100 -0.0303
C 1.3136 -5.5983 0.4829
C 1.1303 -6.2692 1.8210
O 1.9914 -6.5305 -0.3558
H -0.4768 -4.4458 0.5412
H -0.6587 -6.1027 -0.0063
H 0.0792 -4.8847 -1.0789
H 1.8942 -4.6734 0.5200
H 2.0286 -6.8362 2.0669
H 0.3215 -6.9757 1.7198
H 0.9071 -5.5549 2.6386
H 2.7911 -6.7333 0.1306
C -4.2661 2.1670 -0.8979
C -4.5004 3.6475 -0.9539
C -5.7536 4.0115 -1.7188
O -4.6847 4.1149 0.4194
H -3.4461 2.0747 -0.2047
H -3.8540 1.8548 -1.8871
H -5.0740 1.4806 -0.7430
H -3.5626 4.0637 -1.3717
H -5.8077 5.1086 -1.8005
H -6.5589 3.6198 -1.0918
H -5.7993 3.4708 -2.6753
H -4.7240 5.0760 0.4607
C 1.1750 -1.1976 -0.5210
C -0.1204 -0.4275 -0.3586
C -1.1440 -1.3284 0.2761
O 0.1271 0.7096 0.4418
H 1.8944 -0.5815 -1.0247
H 0.9277 -2.1061 -1.1223
H 1.6797 -1.4032 0.4219
H -0.4091 0.0146 -1.3359
H -1.3022 -2.3143 -0.1638
H -2.1307 -0.8842 0.3910
H -0.8666 -1.4598 1.3371
H 0.2307 0.5228 1.3838
C 3.4508 1.7440 0.9905
C 4.8120 1.3155 1.4701
C 5.6502 2.5624 1.8733
O 4.5912 0.4289 2.6121
H 3.5206 2.3170 0.0825
H 2.9931 2.2622 1.7997
H 2.8159 0.9136 0.7328
H 5.3824 0.7116 0.7620
H 6.1456 2.8560 0.9510
H 6.4217 2.2813 2.6317
H 5.0789 3.3809 2.3116
H 5.4256 0.3837 3.0591
C 6.1012 -2.5647 1.4084
C 4.7157 -2.3928 0.7572
C 4.5858 -3.5816 -0.2115
O 3.7122 -2.3444 1.7624
H 6.9129 -2.7070 0.6592
H 5.9726 -3.4662 2.0045
H 6.2346 -1.7055 2.0337
H 4.6349 -1.5179 0.1578
H 4.8543 -4.4908 0.3094
H 5.3004 -3.4833 -1.0250
H 3.5833 -3.6916 -0.6665
H 3.7884 -1.5571 2.2917
```

E_HOMO ... -8.3 eV
Energy above the lowest of the compared OMol25 structures with the same formula, charge and spin ... 44.2 kcal/mol
Structure (SMILES) ... COCCNCCOC.COCCNCCOC.CC(C)O.CC(C)O.CC(C)O.CC(C)O.CC(C)O.CC(C)O.CC(C)O.CC(C)O

# 2
This record from the OMol25 dataset describes C14H14Cl3NO3 in the gas phase. The level of theory is wB97M-V/def2-TZVPD.

Structure (XYZ):
```
35
Properties=species:S:1:pos:R:3
O 1.5985 3.1251 -2.1965
C 1.1268 2.5249 -1.2585
N 1.2855 1.1938 -1.0151
C 1.9651 0.2306 -1.7686
C 2.5737 0.5141 -2.9872
C 3.2187 -0.4937 -3.6812
C 3.2661 -1.7831 -3.1794
C 2.6631 -2.0652 -1.9649
C 2.0178 -1.0665 -1.2624
H 1.5530 -1.2870 -0.3124
H 2.6948 -3.0663 -1.5608
H 3.7707 -2.5634 -3.7288
H 3.6888 -0.2655 -4.6262
H 2.5394 1.5163 -3.3794
H 0.8501 0.8376 -0.1739
C 0.2433 3.1838 -0.2082
C -1.2249 2.8168 -0.4595
H -1.5979 3.4182 -1.2896
H -1.3049 1.7684 -0.7531
C -2.1067 3.0578 0.7648
C -2.0410 1.9789 1.8171
O -2.8758 1.8051 2.6615
O -0.9263 1.2227 1.7209
C -0.8075 0.1243 2.6155
C -0.5347 -1.1414 1.8506
C -1.2836 -1.5874 0.8362
Cl -2.6996 -0.7589 0.3278
Cl -0.9248 -3.0141 -0.0441
Cl 0.8541 -2.0335 2.3433
H 0.0199 0.3232 3.3017
H -1.7433 0.0454 3.1874
H -1.8356 4.0010 1.2468
H -3.1567 3.1392 0.4765
H 0.3739 4.2639 -0.2752
H 0.5493 2.8510 0.7835
```

E_HOMO ... -8.5 eV
Structure (SMILES) ... O=C(CCCC(=O)OCC(Cl)=C(Cl)Cl)Nc1ccccc1

# 3
This record from the OMol25 dataset describes C5H8N2 in the gas phase. The level of theory is wB97M-V/def2-TZVPD.

Structure (XYZ):
```
15
Properties=species:S:1:pos:R:3
C -0.5258 -1.0910 -0.8744
C 0.2895 -0.2150 0.0602
C 0.4305 1.1995 -0.4065
C -0.7357 1.8977 -0.8214
N -1.8619 1.9997 -1.2025
C 0.3048 -0.5269 1.5143
N 1.4903 -0.7635 0.7060
H -1.4831 -0.6122 -1.1112
H 0.0027 -1.2611 -1.8195
H -0.7323 -2.0596 -0.4054
H 1.3953 1.6649 -0.2932
H -0.2278 2.6038 0.1085
H -0.3073 -1.3682 1.8338
H 0.3883 0.2863 2.2305
H 1.5725 -1.7543 0.4808
```

E_HOMO (alpha / beta) ... -8.5 / -8.5 eV
Energy above the lowest of the compared OMol25 structures with the same formula, charge and spin ... 119.5 kcal/mol

# 4
This record from the OMol25 dataset describes C11H21N3O3 in the gas phase. The level of theory is wB97M-V/def2-TZVPD.

Structure (XYZ):
```
38
Properties=species:S:1:pos:R:3
C -2.6989 -0.4492 -0.1609
C -1.6461 0.2087 0.6932
C -3.6294 0.5815 -0.7633
C -4.9966 -0.0983 -0.9093
C -4.9472 -1.2795 0.1751
C 0.6169 1.1209 0.7168
C 0.9683 2.4888 0.1223
C 1.8635 0.2347 0.9318
C 2.1574 -0.5514 -0.3913
C 3.3759 -1.4285 -0.2196
C 4.6448 -0.6146 -0.3076
H -3.7072 -0.4642 1.5607
H -2.2745 -1.1746 -0.9285
H -3.1940 0.9092 -1.7008
H -3.7309 1.5014 -0.1092
H -5.8968 0.4567 -0.8281
H -4.9966 -0.4843 -1.8779
H -5.2210 -2.2983 -0.2860
H -5.7574 -1.1163 0.8948
H -0.4260 0.0635 -0.8406
H 0.1613 1.3887 1.6917
H 1.7601 -0.4135 1.8133
H 2.6476 0.8986 1.2651
H 1.2851 -1.1964 -0.6036
H 2.3033 -0.0101 -1.3674
H 3.5250 -2.2557 -0.9194
H 3.3235 -1.9440 0.7191
H 4.6770 -0.2357 -1.3403
H 4.6405 0.2599 0.3872
H 6.5743 -0.7088 0.4701
H 6.2803 -2.0380 -0.4015
H 0.3774 4.1738 -0.2421
N -3.6047 -1.1267 0.8096
N -0.5134 0.5586 0.0427
N 5.8217 -1.3793 0.2282
O -1.8304 0.3018 1.8785
O 2.1168 2.7984 -0.2243
O -0.0495 3.3220 0.0213
```

E_HOMO ... -8.9 eV
Energy above the lowest of the compared OMol25 structures with the same formula, charge and spin ... 43.3 kcal/mol
Structure (SMILES) ... NCCCC[C@H](NC(=O)[C@@H]1CCCN1)C(=O)O

DFT total energy per entry: -66402.513 -59945.610 -8289.815 -22360.198 eV
Max |F| per entry: 2.54 0.67 1.39 3.25 eV Å⁻¹